ORCA calculation (the ωB97M-V functional and the def2-TZVPD basis) on 2 unconnected molecules or ions with the total composition C40H64N4O5PS.

Output
- E_LUMO: -2.9 eV
- HOMO: -10.130 eV
- Total charge: +1
- DFT total energy: -78830.323 eV
- Orbital gap: 7.21 eV
- Multiplicity: 1

Structure (XYZ):
```
115
Properties=species:S:1:pos:R:3:forces:R:3:lowdin_charge:R:1
C -4.5135 -2.7981 0.7460 0.3 -0.1 -0.1 -0.07
C -4.0004 -1.7079 -0.2160 0.1 -0.3 0.4 -0.22
C -3.2034 -0.6088 0.5095 -0.2 -0.2 0.0 -0.17
C -1.8150 -1.0515 0.9253 0.0 -0.1 0.0 -0.15
C -0.8646 -1.3941 -0.0604 0.0 -0.1 0.1 -0.06
C -1.0958 -1.1378 -1.5330 0.2 0.4 -0.2 -0.10
C -1.3874 0.3598 -1.8434 0.6 -0.5 0.3 -0.18
C -0.2810 1.0261 -2.6598 -0.6 0.3 -0.1 -0.21
C -0.1752 0.5057 -4.1020 0.4 0.3 -0.1 -0.18
C 1.2394 0.0622 -4.4792 -0.2 0.0 0.0 -0.22
C 1.3427 -0.7409 -5.7744 0.2 -0.1 0.2 -0.20
C 0.4099 -1.9508 -5.8772 0.2 0.2 -0.1 -0.21
C 0.5202 -2.9165 -4.6949 -0.1 -0.3 -0.2 -0.19
C -0.7023 -3.8128 -4.4387 0.3 0.1 0.1 -0.16
C -2.0316 -3.0972 -4.5345 0.0 -0.1 0.1 -0.26
O -3.0255 -3.8768 -3.9033 0.1 -0.2 0.1 -0.17
C -4.1971 -3.1475 -3.6327 0.0 0.2 -0.2 -0.10
C 0.3418 -1.9729 0.3521 0.2 -0.2 0.0 -0.17
O 1.2907 -2.3213 -0.5867 -0.5 0.1 -0.1 -0.05
N 2.0318 -1.0769 -1.0032 0.5 0.0 -0.3 0.09
O 2.8102 -0.7727 -0.2199 -0.3 0.2 0.1 0.11
C 0.6526 -2.1784 1.6936 -0.1 0.2 0.1 0.01
C -0.2563 -1.7402 2.6546 0.2 0.0 -0.2 -0.08
C -1.4866 -1.1861 2.2868 -0.1 0.1 0.1 -0.19
P -2.6305 -0.6853 3.6349 -0.1 -0.7 0.4 0.73
N -3.5079 -1.8073 4.2711 0.0 0.2 -0.3 -0.26
C 0.1510 -1.8821 4.0792 0.0 -0.2 0.1 -0.30
O -0.6585 -1.9888 4.9733 0.0 0.2 -0.1 0.08
C 1.6132 -1.8730 4.3529 0.0 0.1 0.0 -0.08
C 2.0408 -1.3970 5.5751 0.2 0.0 0.2 0.04
C 3.3995 -1.4340 5.8831 0.0 0.0 0.0 -0.28
N 3.8751 -0.9127 7.0843 0.0 -0.4 -0.1 0.11
C 4.2823 -1.9834 4.9479 0.0 0.1 0.1 0.03
C 3.8598 -2.4668 3.7242 0.0 -0.1 0.0 -0.21
C 4.8792 -3.0811 2.8113 0.3 -0.3 0.3 -0.42
S 5.3070 -1.9806 1.4453 -0.2 0.1 0.0 0.90
C 5.7028 -3.1777 0.1581 0.2 -0.1 -0.5 -0.52
C 5.4423 -2.5660 -1.2248 -0.1 0.1 0.2 -0.17
C 2.4996 -2.3865 3.4067 -0.2 0.1 -0.1 -0.05
C 1.9344 -2.8494 2.1180 0.1 -0.2 -0.1 -0.26
O 2.4303 -3.7245 1.4473 0.0 0.1 0.0 0.13
H -3.9404 -3.7162 0.6237 0.0 -0.1 0.0 0.08
H -5.5526 -3.0437 0.5452 -0.1 0.0 0.1 0.07
H -4.3976 -2.5169 1.7921 -0.2 0.1 0.1 0.04
H -4.8360 -1.2509 -0.7425 0.0 0.1 -0.1 0.11
H -3.3709 -2.2086 -0.9417 -0.1 0.2 -0.2 0.06
H -3.7938 -0.3787 1.3891 0.0 0.2 0.0 0.06
H -3.1667 0.3046 -0.0824 0.0 0.0 -0.1 0.09
H -1.8671 -1.7913 -1.9324 -0.1 0.0 0.1 0.09
H -0.1988 -1.4057 -2.0822 0.1 -0.2 0.0 0.09
H -1.4077 0.8420 -0.8648 -0.4 0.3 -0.1 0.07
H -2.3443 0.4641 -2.3517 -0.1 0.2 0.1 0.12
H 0.6706 0.9468 -2.1314 0.1 -0.2 0.0 0.09
H -0.5182 2.0957 -2.6964 0.1 0.1 0.0 0.10
H -0.8929 -0.2946 -4.2769 0.0 -0.1 0.1 0.09
H -0.4517 1.3163 -4.7795 -0.2 -0.1 -0.1 0.12
H 1.8648 0.9523 -4.5814 0.1 0.0 0.1 0.12
H 1.6557 -0.5078 -3.6489 0.1 -0.1 0.0 0.08
H 2.3750 -1.0929 -5.8474 0.1 0.0 -0.1 0.11
H 1.1755 -0.0756 -6.6231 0.0 0.0 -0.1 0.11
H -0.6104 -1.5984 -6.0274 -0.1 0.0 0.1 0.09
H 0.6825 -2.4743 -6.7953 -0.2 -0.1 -0.1 0.12
H 1.3579 -3.5866 -4.8955 0.2 0.1 0.2 0.12
H 0.7737 -2.3820 -3.7792 -0.1 0.1 0.0 0.08
H -0.6175 -4.2087 -3.4254 0.0 -0.1 0.0 0.12
H -0.6786 -4.6714 -5.1096 -0.2 0.0 -0.1 0.12
H -1.9576 -2.1230 -4.0308 0.0 0.1 -0.1 0.09
H -2.3120 -2.9272 -5.5784 -0.1 0.1 0.0 0.13
H -4.0714 -2.5230 -2.7411 -0.1 -0.1 -0.1 0.05
H -5.0096 -3.8526 -3.4881 0.0 -0.1 0.1 0.09
H -4.4604 -2.4879 -4.4665 0.0 0.0 -0.1 0.09
H -3.3692 0.3868 3.1038 0.3 0.3 -0.1 -0.01
H -1.7272 -0.0166 4.4784 -0.1 0.2 -0.1 0.01
H -4.5017 -1.6244 4.2050 0.0 -0.1 0.1 -0.03
H 1.3275 -1.0106 6.2892 -0.1 0.0 0.0 0.13
H 3.2162 -1.0114 7.8433 0.0 0.2 0.0 0.10
H 4.7586 -1.3222 7.3524 0.1 0.2 0.0 0.09
H 5.3367 -2.0436 5.1873 0.1 0.0 0.0 0.13
H 4.5061 -4.0222 2.4179 -0.1 0.1 -0.2 0.08
H 5.7696 -3.3079 3.3960 0.1 0.0 0.0 0.08
H 6.7461 -3.4773 0.2273 0.1 0.0 0.2 0.07
H 5.0866 -4.0624 0.2969 -0.1 0.0 0.1 0.07
H 5.4855 -1.4777 -1.1785 0.1 0.1 -0.1 0.05
H 4.4528 -2.8392 -1.5856 0.0 0.0 0.0 0.06
H 6.1870 -2.8994 -1.9424 0.0 -0.1 -0.1 0.07
C -2.6616 7.3501 -0.0014 0.1 0.0 0.0 -0.09
C -1.2894 7.2447 0.6647 -0.2 0.0 -0.1 -0.25
C -0.3573 6.2413 -0.0219 0.1 0.1 0.2 -0.18
C -0.8053 4.7912 -0.0506 0.2 0.1 -0.3 -0.09
N -0.7841 3.9989 1.2602 -0.2 -0.2 0.1 -0.23
C 0.0146 2.7324 1.0619 0.1 -0.2 -0.1 -0.11
C 1.4463 3.1520 1.2931 0.0 0.1 0.1 -0.13
C 1.3368 4.0852 2.5061 -0.1 0.0 -0.1 -0.11
C -0.0876 4.6678 2.4322 0.4 0.1 0.1 -0.08
C -2.1873 3.6316 1.6215 0.0 0.1 0.0 0.02
H -3.1856 6.3917 -0.0216 0.0 0.0 0.0 0.06
H -3.2925 8.0479 0.5464 0.0 0.0 0.0 0.08
H -2.5802 7.7081 -1.0281 0.0 0.0 0.0 0.08
H -1.4414 7.0215 1.7236 0.1 -0.1 0.0 0.10
H -0.8019 8.2200 0.6407 0.0 0.0 0.0 0.12
H 0.6618 6.3091 0.3702 0.0 0.0 0.0 0.12
H -0.2818 6.5391 -1.0710 0.0 -0.1 0.0 0.13
H -0.1740 4.2310 -0.7367 0.1 0.1 0.0 0.12
H -1.8190 4.7282 -0.4409 0.0 -0.1 0.1 0.12
H -0.3168 2.0204 1.8194 0.0 0.0 0.0 0.14
H -0.1907 2.3295 0.0727 -0.1 0.0 0.0 0.11
H 1.8319 3.6902 0.4250 0.0 0.0 0.0 0.12
H 2.0982 2.2997 1.4707 0.0 0.0 0.0 0.13
H 2.0875 4.8713 2.4750 0.0 0.0 0.0 0.12
H 1.4739 3.5427 3.4397 0.0 -0.1 0.0 0.12
H -0.0725 5.7398 2.2995 -0.2 0.0 -0.1 0.10
H -0.6725 4.4424 3.3193 0.0 0.0 0.0 0.13
H -2.6030 3.0264 0.8190 0.0 0.0 0.0 0.11
H -2.7682 4.5423 1.7487 0.0 0.0 0.0 0.11
H -2.1767 3.0592 2.5454 0.0 0.0 0.0 0.10
```
Forces are in eV/Å.

ORCA calculation (the ωB97M-V functional and the def2-TZVPD basis) on 7 unconnected molecules or ions with the total composition C40H65BF4NO15 at a distorted geometry.

Output
- E_LUMO: 1.7 eV
- HOMO: -4.369 eV
- Total charge: -1
- DFT total energy: -86283.412 eV
- Orbital gap: 6.04 eV
- Multiplicity: 1

Structure (XYZ):
```
126
Properties=species:S:1:pos:R:3:forces:R:3:lowdin_charge:R:1
C -2.9107 -5.9106 3.5607 -0.2 0.0 -0.5 -0.15
C -1.7194 -4.8784 3.3110 0.3 -0.3 -0.5 -0.24
C -1.9141 -3.9911 1.9693 -0.6 0.1 0.8 -0.10
B -0.5129 -3.9966 1.0920 -0.1 1.1 0.2 -0.83
C -0.0959 -5.4054 0.3390 0.0 -1.1 -0.2 -0.06
C -1.1459 -6.5875 0.4954 0.5 -0.6 -0.5 -0.08
C -1.0142 -7.7066 -0.6472 -1.0 0.9 1.7 -0.44
F 0.2570 -7.7638 -1.2192 -2.6 -0.4 0.4 0.07
F -1.3240 -8.9599 -0.0601 0.9 1.3 -1.5 0.03
F -2.0034 -7.5108 -1.6301 2.2 -0.6 1.0 0.05
O 0.4451 -3.4133 2.0836 1.7 0.3 0.5 -0.03
C 1.4705 -2.7534 1.3393 -0.9 -0.4 -0.1 -0.24
C 2.6354 -2.0086 2.1167 0.0 0.2 0.0 -0.08
C 4.0675 -2.6473 1.8254 -0.5 -0.6 0.0 -0.26
N 5.1146 -1.6284 1.4566 0.1 -1.0 -0.2 -0.04
C 0.5615 -1.9377 0.2905 -0.4 -2.2 -0.1 -0.35
C 1.4466 -1.7131 -1.0124 0.2 0.9 0.5 -0.06
C 1.8602 -0.2084 -1.3092 0.8 -1.9 -2.0 -0.33
C 3.1992 -0.2695 -2.2037 -0.7 1.1 1.2 -0.06
F 2.2042 0.5529 -0.1600 -0.7 -0.6 -1.0 -0.06
C -0.3985 -0.7903 0.8027 -0.8 0.6 -2.2 -0.01
C -1.4106 -0.4491 -0.5012 0.5 3.0 1.5 -0.18
C -1.6926 1.1561 -0.7336 -0.3 -5.0 0.3 -0.07
O -2.7343 0.1405 -0.1530 3.1 0.7 -1.8 -0.16
O -0.3898 -2.9985 -0.0284 0.5 1.3 -0.5 -0.06
H -3.6327 -5.8181 2.6847 0.8 -0.2 1.1 0.06
H -2.5542 -6.9916 3.5666 -0.4 1.3 0.1 0.06
H -3.5069 -5.7266 4.5037 0.7 -0.2 -0.9 0.05
H -0.7523 -5.4733 3.1865 -1.2 0.8 0.2 0.09
H -1.5284 -4.1943 4.2016 -0.4 -0.9 -1.1 0.10
H -2.1443 -2.9386 2.3445 0.2 -1.1 -0.7 0.09
H -2.8187 -4.3262 1.3650 0.8 0.2 0.8 0.08
H 0.9314 -5.7037 0.7272 -1.3 0.0 -0.6 0.10
H 0.0139 -5.1937 -0.7754 -0.1 -0.2 1.4 0.11
H -1.0417 -7.1173 1.4977 -0.1 0.5 -1.3 0.12
H -2.2245 -6.2383 0.4316 1.4 -0.3 0.0 0.12
H 1.9560 -3.6021 0.7549 -0.3 1.2 0.1 0.13
H 2.4562 -2.0436 3.2341 0.0 -0.1 -1.3 0.10
H 2.6793 -0.9052 1.8364 -0.1 -1.3 0.2 0.10
H 4.0506 -3.4046 0.9704 -0.5 0.7 1.3 0.10
H 4.3706 -3.2102 2.7607 -0.1 0.7 -1.1 0.11
H 5.0214 -1.5306 0.4316 0.1 0.3 0.7 0.04
H 6.0067 -2.1437 1.5520 -0.5 0.5 0.0 0.05
H 2.4149 -2.3116 -0.9296 -1.3 0.6 0.1 0.12
H 0.9006 -2.1521 -1.9078 0.5 0.8 1.0 0.14
H 1.0305 0.2445 -1.9356 0.9 0.2 1.3 0.13
H 4.0425 -0.4216 -1.4535 -0.9 0.0 -1.1 0.07
H 3.1649 -1.0854 -2.9786 0.0 1.0 0.8 0.08
H 3.3186 0.7666 -2.6444 0.1 -1.3 0.1 0.07
H 0.1084 0.1832 1.0635 -0.5 -1.1 -0.1 0.10
H -1.0798 -1.1429 1.6247 1.0 0.1 -0.8 0.11
H -1.3109 -1.1230 -1.4534 -0.6 1.3 2.1 0.16
H -1.3187 1.9010 0.0143 -0.4 -0.8 -1.0 0.10
H -1.7404 1.2720 -1.8478 -0.5 0.8 1.4 0.08
O 3.5603 -3.8326 5.8190 -0.5 0.3 0.0 0.12
C 3.0162 -2.9163 6.3692 0.5 -0.5 -0.5 -0.48
O 1.8963 -2.3052 5.8996 0.2 -0.2 0.2 0.03
C 1.5782 -1.1863 6.7350 -0.3 0.3 -0.1 -0.16
C 2.2517 -1.4717 8.0592 0.0 0.2 0.5 -0.17
C 3.4833 -2.2462 7.6358 -0.3 0.1 0.5 -0.09
H 1.9610 -0.2778 6.2609 0.0 0.0 0.0 0.13
H 0.4957 -1.1022 6.8365 0.1 -0.1 -0.2 0.13
H 2.4742 -0.5706 8.6327 -0.1 0.0 -0.1 0.11
H 1.6090 -2.1106 8.6721 0.0 0.1 -0.1 0.12
H 4.3199 -1.5848 7.4001 0.0 -0.1 0.0 0.13
H 3.7743 -2.9821 8.3839 0.3 0.0 -0.2 0.12
O 4.3601 -6.1025 1.4525 -0.4 -0.2 -0.3 0.12
C 3.8743 -7.1833 1.2634 0.2 0.7 0.4 -0.47
O 2.6071 -7.3775 0.8151 0.5 0.0 0.1 0.02
C 2.3113 -8.7791 0.8043 -0.3 -0.3 -0.1 -0.16
C 3.6586 -9.4667 0.7543 0.2 -0.5 0.0 -0.17
C 4.5434 -8.5073 1.5241 0.0 -0.5 -0.3 -0.09
H 1.7521 -9.0259 1.7118 0.0 0.1 0.0 0.13
H 1.6989 -9.0182 -0.0628 0.0 0.2 0.1 0.11
H 3.6418 -10.4766 1.1670 -0.1 0.1 0.0 0.11
H 4.0032 -9.5319 -0.2821 -0.1 0.0 0.1 0.12
H 4.5276 -8.7087 2.5975 0.1 0.1 0.0 0.13
H 5.5654 -8.5106 1.1477 0.0 0.2 0.3 0.12
O -0.2483 3.0850 -3.1022 -0.5 0.3 -0.2 0.11
C -0.7361 4.1439 -2.8131 0.7 -0.5 -0.1 -0.48
O -1.8444 4.6561 -3.4124 0.1 -0.3 -0.1 0.01
C -2.0900 5.9778 -2.9082 -0.3 0.4 0.1 -0.15
C -1.3882 6.0316 -1.5713 -0.2 0.4 0.5 -0.15
C -0.2037 5.1119 -1.7883 -0.4 0.2 0.4 -0.06
H -1.6844 6.7036 -3.6199 0.0 0.0 0.0 0.12
H -3.1648 6.1400 -2.8124 0.0 -0.2 -0.2 0.13
H -1.1106 7.0420 -1.2718 -0.2 -0.3 -0.1 0.09
H -2.0379 5.6159 -0.7944 0.0 0.0 -0.1 0.11
H 0.6517 5.6427 -2.2117 0.0 -0.1 0.0 0.12
H 0.0796 4.5954 -0.8723 0.3 -0.1 -0.2 0.13
O 0.5585 8.2308 -1.2902 0.2 0.3 -0.6 0.11
C 1.3563 8.3320 -2.1817 -0.2 -0.2 0.8 -0.47
O 1.0514 8.1445 -3.4929 -0.2 0.1 0.3 0.02
C 2.2481 8.2304 -4.2788 0.2 -0.1 -0.5 -0.16
C 3.2214 9.0237 -3.4351 0.5 0.3 0.0 -0.16
C 2.8238 8.6314 -2.0251 0.3 0.4 -0.3 -0.07
H 2.6044 7.2166 -4.4827 0.0 0.0 0.0 0.13
H 2.0294 8.7244 -5.2259 -0.2 -0.1 0.1 0.13
H 4.2654 8.8152 -3.6717 -0.1 0.0 -0.1 0.12
H 3.0507 10.0944 -3.5799 0.0 -0.1 0.0 0.12
H 3.3378 7.7266 -1.6931 -0.1 0.0 0.1 0.14
H 2.9841 9.4449 -1.3194 -0.1 -0.3 0.2 0.13
O -5.5992 8.1471 -6.7874 0.6 -0.1 0.1 0.11
C -4.8688 7.1944 -6.8008 -0.6 0.5 -0.3 -0.48
O -3.5116 7.2799 -6.7728 -0.3 0.2 0.1 0.02
C -2.9482 5.9680 -6.9108 0.4 -0.2 0.0 -0.16
C -4.0396 5.0186 -6.4766 -0.1 -0.6 0.2 -0.16
C -5.2982 5.7525 -6.8955 0.3 -0.3 0.3 -0.08
H -2.6603 5.8201 -7.9559 0.0 0.0 0.0 0.13
H -2.0599 5.8812 -6.2840 0.0 0.2 -0.1 0.12
H -3.9445 4.0248 -6.9152 0.1 0.1 0.0 0.12
H -4.0237 4.9092 -5.3885 0.1 0.0 -0.1 0.11
H -5.5750 5.5305 -7.9286 -0.1 0.1 0.1 0.13
H -6.1291 5.5461 -6.2227 -0.1 0.2 -0.3 0.13
O -4.1564 6.5441 1.4396 -0.5 -0.2 -0.3 0.11
C -4.6117 5.4558 1.2111 0.4 0.5 0.5 -0.49
O -5.8645 5.2465 0.7265 0.2 0.3 0.0 0.02
C -6.1263 3.8364 0.6735 -0.3 -0.3 -0.1 -0.16
C -4.7647 3.1807 0.6385 0.2 -0.6 -0.1 -0.16
C -3.9202 4.1394 1.4538 -0.1 -0.4 -0.4 -0.08
H -6.7011 3.5550 1.5608 0.0 0.1 0.0 0.13
H -6.7149 3.6061 -0.2152 0.0 0.2 0.1 0.12
H -4.7678 2.1612 1.0249 0.0 0.0 -0.1 0.12
H -4.3942 3.1493 -0.3903 0.0 -0.1 0.1 0.12
H -3.9571 3.9094 2.5210 0.1 0.1 0.0 0.14
H -2.8896 4.1675 1.1026 0.0 0.2 0.3 0.11
```
Forces are in eV/Å.